Molecular formula: C39H27F4N7Ti
Method: DFT, ωB97M-V/def2-TZVPD

```
78
Properties=species:S:1:pos:R:3:lowdin_charge:R:1
Ti -0.71 -0.71 0.50 1.21
N -2.52 0.50 0.22 0.03
C -2.23 1.91 0.29 -0.25
C -2.69 2.77 -0.70 -0.02
C -2.40 4.12 -0.64 -0.05
C -1.63 4.61 0.41 -0.04
C -1.20 3.76 1.41 -0.01
C -1.52 2.39 1.40 -0.14
C -1.10 1.52 2.52 -0.18
C -1.02 2.10 3.79 0.00
C -0.46 1.41 4.85 -0.02
C 0.02 0.12 4.67 -0.03
C -0.11 -0.49 3.43 -0.06
C -0.71 0.17 2.35 -0.16
H -3.08 0.25 1.06 0.13
H -3.11 0.30 -0.59 0.13
H -3.30 2.39 -1.51 0.13
H -2.79 4.79 -1.38 0.12
H -1.40 5.66 0.46 0.13
H -0.60 4.15 2.22 0.13
H -1.40 3.10 3.94 0.12
H -0.38 1.89 5.81 0.12
H 0.50 -0.40 5.48 0.12
H 0.27 -1.49 3.30 0.08
C 1.22 -5.35 2.86 -0.06
C 1.06 -3.82 2.98 -0.21
C 2.11 -3.07 2.20 -0.17
C 3.43 -3.10 2.66 -0.01
C 4.44 -2.45 1.98 -0.03
C 4.17 -1.78 0.80 -0.02
C 2.88 -1.74 0.30 -0.19
C 2.64 -1.23 -1.10 -0.22
C 3.04 -2.33 -2.09 -0.06
C 1.85 -2.35 1.03 -0.19
N 0.52 -2.27 0.55 -0.06
C -0.08 -3.37 0.16 -0.01
C -1.46 -3.34 0.01 -0.28
C -2.44 -4.30 -0.29 0.04
C -3.67 -3.68 -0.13 -0.02
C -3.41 -2.37 0.27 -0.10
N -2.08 -2.13 0.34 -0.09
H 0.49 -5.84 3.49 0.08
H 2.21 -5.65 3.18 0.08
H 1.07 -5.68 1.84 0.07
H 1.18 -3.56 4.04 0.12
H 0.05 -3.54 2.67 0.10
H 3.65 -3.62 3.58 0.13
H 5.45 -2.48 2.36 0.12
H 4.96 -1.29 0.26 0.13
H 3.24 -0.34 -1.27 0.12
H 1.57 -0.98 -1.26 0.07
H 4.09 -2.60 -1.94 0.09
H 2.91 -2.01 -3.12 0.08
H 2.44 -3.22 -1.93 0.08
H 0.49 -4.29 0.02 0.16
H -2.25 -5.32 -0.59 0.13
H -4.64 -4.11 -0.26 0.12
H -4.15 -1.63 0.52 0.12
F -0.65 0.71 -1.87 0.04
C -0.39 1.87 -2.61 -0.08
C -0.92 1.95 -3.87 -0.11
F -1.64 0.93 -4.32 0.16
C -0.73 3.10 -4.70 0.00
C 0.05 4.15 -4.11 -0.11
C 0.55 4.07 -2.84 -0.12
F 1.25 5.08 -2.35 0.16
C 0.38 2.92 -2.02 0.00
C 0.97 2.82 -0.75 -0.11
C 0.88 1.64 -0.07 -0.04
N 0.83 0.58 0.43 0.16
C 1.67 3.87 -0.10 -0.17
N 2.23 4.66 0.51 0.25
F 0.30 5.23 -4.83 0.18
C -1.26 3.20 -5.98 -0.07
C -1.15 4.36 -6.77 -0.13
N -1.13 5.29 -7.44 0.28
C -2.01 2.18 -6.60 -0.14
N -2.64 1.39 -7.14 0.27
```

Values from the calculation:
Gap between HOMO and LUMO in eV: 4.94
Charge: +2
Energy above the lowest of the compared OMol25 structures with the same formula, charge and spin in kJ/mol: 147.1
HOMO in Ha: -0.5112

=====

Molecular formula: C39H28BrCdN7P2S2Se2
Method: DFT, ωB97M-V/def2-TZVPD

```
82
Properties=species:S:1:pos:R:3:lowdin_charge:R:1
Cd -1.52 2.12 -2.91 1.10
S -2.90 3.43 -4.88 0.38
C -4.46 3.46 -4.14 -0.86
C -5.43 4.32 -4.77 -0.34
N -6.17 5.01 -5.31 0.11
C -4.86 2.75 -3.03 -0.84
S -3.91 1.65 -2.08 0.38
C -6.21 2.89 -2.58 -0.35
N -7.30 2.97 -2.20 0.11
Se 1.66 -3.00 2.65 0.29
P -0.19 -2.48 1.76 0.55
C -1.36 -1.84 3.00 -0.35
C -2.24 -0.80 2.72 -0.07
C -3.12 -0.36 3.70 -0.07
C -3.14 -0.96 4.94 -0.10
C -2.27 -2.00 5.23 -0.09
C -1.38 -2.44 4.26 -0.12
C -0.98 -3.98 1.07 -0.34
C -0.30 -4.64 0.06 -0.09
C -0.82 -5.79 -0.50 -0.08
C -2.03 -6.30 -0.03 -0.10
C -2.71 -5.64 0.98 -0.09
C -2.19 -4.48 1.53 -0.07
C -0.25 -1.34 0.39 -0.46
C 0.59 -0.43 -0.27 -0.47
N -0.15 0.11 -1.26 -0.04
N -1.37 -0.40 -1.19 -0.10
N -1.45 -1.29 -0.23 -0.01
P 2.31 0.00 -0.06 0.53
Se 3.04 1.64 -1.17 0.33
C 2.47 0.37 1.72 -0.38
C 3.69 0.36 2.39 -0.11
C 3.75 0.72 3.73 -0.09
C 2.60 1.11 4.40 -0.09
C 1.39 1.19 3.72 -0.08
C 1.33 0.83 2.38 -0.12
C 3.15 -1.55 -0.55 -0.35
C 4.17 -2.19 0.13 -0.11
C 4.70 -3.37 -0.36 -0.09
C 4.23 -3.92 -1.54 -0.10
C 3.22 -3.26 -2.25 -0.09
C 2.69 -2.08 -1.75 -0.09
H -2.24 -0.35 1.74 0.10
H -3.80 0.46 3.47 0.11
H -3.83 -0.61 5.70 0.09
H -2.28 -2.47 6.20 0.10
H -0.67 -3.23 4.48 0.07
H 0.65 -4.24 -0.30 0.10
H -0.29 -6.30 -1.29 0.10
H -2.44 -7.20 -0.46 0.09
H -3.65 -6.03 1.34 0.10
H -2.73 -3.96 2.31 0.10
H 4.60 0.11 1.87 0.10
H 4.70 0.68 4.25 0.10
H 2.65 1.36 5.45 0.10
H 0.50 1.52 4.23 0.10
H 0.39 0.89 1.85 0.10
H 4.53 -1.81 1.07 0.08
H 5.49 -3.87 0.19 0.10
H 4.63 -4.85 -1.91 0.09
H 2.85 -3.67 -3.18 0.10
H 1.90 -1.57 -2.30 0.11
N 0.06 3.77 0.99 0.06
C -1.19 4.22 1.37 -0.12
C -2.00 4.01 0.30 -0.16
N -1.27 3.46 -0.73 -0.02
C -0.05 3.33 -0.28 -0.25
H 0.90 3.76 1.55 0.14
H -1.38 4.62 2.36 0.09
H -3.05 4.20 0.19 0.09
H 0.78 2.91 -0.84 0.00
Br 4.27 5.03 -5.36 0.62
C 2.70 4.16 -4.68 -0.71
C 1.77 4.91 -3.98 -0.16
C 0.63 4.26 -3.50 -0.19
C 0.40 2.89 -3.67 -0.31
C 1.38 2.20 -4.39 -0.20
C 2.52 2.81 -4.90 -0.18
H 1.92 5.97 -3.82 0.09
H -0.10 4.87 -2.97 0.08
H 1.28 1.13 -4.55 0.08
H 3.25 2.24 -5.46 0.09
```

Values from the calculation:
Gap between HOMO and LUMO in eV: 5.20
Charge: -2
Energy above the lowest of the compared OMol25 structures with the same formula, charge and spin in kJ/mol: 44.5
HOMO in Ha: -0.0619

=====

Molecular formula: C39H28CdN7O7Se
Method: DFT, ωB97M-V/def2-TZVPD

```
83
Properties=species:S:1:pos:R:3:lowdin_charge:R:1
Cd 0.68 -0.13 0.48 1.44
C 4.33 2.47 1.72 -0.04
C 3.32 1.78 1.01 -0.11
N 2.69 0.75 1.52 0.06
C 2.82 0.42 2.82 -0.17
C 3.65 1.21 3.64 -0.18
C 4.46 2.19 3.05 -0.03
C 3.63 0.97 5.03 -0.07
C 2.80 0.00 5.53 -0.11
C 1.97 -0.76 4.73 -0.04
C 1.97 -0.62 3.34 -0.23
N 1.05 -1.14 2.47 -0.03
C 0.58 -2.43 2.56 -0.25
C 1.22 -3.46 3.22 -0.04
C 0.59 -4.72 3.24 -0.11
C -0.53 -5.05 2.54 -0.07
C -1.20 -3.99 1.84 -0.15
C -2.37 -4.19 1.06 0.00
C -2.86 -3.11 0.36 -0.06
C -2.18 -1.93 0.33 -0.14
N -1.07 -1.69 1.03 0.06
C -0.64 -2.68 1.83 -0.17
H 5.03 3.23 1.36 0.11
H 3.22 2.06 0.01 0.05
H 5.26 2.64 3.66 0.12
H 4.33 1.48 5.65 0.09
H 2.74 -0.13 6.59 0.09
H 1.33 -1.41 5.27 0.10
H 2.15 -3.28 3.75 0.11
H 1.10 -5.49 3.80 0.09
H -1.01 -6.01 2.51 0.10
H -2.78 -5.13 0.92 0.09
H -3.78 -3.14 -0.25 0.11
H -2.35 -1.18 -0.43 0.11
C -3.13 -1.50 -5.08 -0.10
O -2.65 -2.78 -4.69 -0.07
C -1.70 -2.77 -3.73 -0.29
C -1.22 -4.06 -3.38 -0.04
C -0.20 -4.12 -2.47 -0.06
C 0.37 -2.97 -1.92 -0.12
C 1.41 -3.07 -0.88 -0.41
C 1.88 -4.49 -0.47 -0.01
O 2.02 -2.14 -0.39 -0.03
C -0.14 -1.65 -2.19 -0.44
O 0.27 -0.57 -1.71 -0.18
C -1.22 -1.60 -3.15 0.04
H -3.95 -1.66 -5.69 0.05
H -2.39 -0.91 -5.62 0.09
H -3.50 -0.79 -4.28 0.10
H -1.53 -4.94 -3.93 0.11
H 0.16 -5.15 -2.36 0.12
H 2.62 -4.84 -1.14 0.07
H 0.98 -5.05 -0.47 0.05
H 2.43 -4.48 0.48 0.08
H -1.72 -0.63 -3.37 0.11
O 0.45 3.55 0.83 0.00
C -0.53 2.88 0.51 -0.65
O -0.67 1.64 0.31 -0.14
C -1.85 3.70 0.41 -0.08
C -2.92 3.30 -0.40 -0.03
C -4.16 3.92 -0.42 -0.08
C -4.32 5.03 0.34 -0.04
C -3.25 5.46 1.15 -0.15
C -1.99 4.89 1.21 0.09
N -3.58 6.73 1.79 -0.35
O -2.62 7.41 2.17 0.05
O -4.75 7.07 1.89 0.05
H -2.80 2.43 -1.01 0.11
H -5.00 3.62 -1.14 0.13
H -5.18 5.64 0.20 0.10
H -1.20 5.36 1.82 0.13
Se 2.86 -0.32 -3.68 1.12
N 1.35 0.37 -4.37 -0.20
C 1.24 1.55 -3.69 -0.41
C 0.24 2.53 -3.99 0.00
C 0.30 3.76 -3.41 -0.07
C 1.31 3.99 -2.47 -0.15
N 2.32 3.19 -2.15 0.14
C 2.24 1.91 -2.78 -0.48
N 3.21 1.04 -2.56 -0.20
H -0.57 2.45 -4.73 0.12
H -0.28 4.60 -3.67 0.09
H 1.24 4.92 -1.91 0.11
```

Values from the calculation:
Gap between HOMO and LUMO in eV: 5.51
Charge: -1
Energy above the lowest of the compared OMol25 structures with the same formula, charge and spin in kJ/mol: 42.2
HOMO in Ha: -0.1549

=====

Molecular formula: C39H29F3OP
Method: DFT, ωB97M-V/def2-TZVPD

```
73
Properties=species:S:1:pos:R:3:lowdin_charge:R:1
F 2.12 3.27 3.56 0.06
C 1.92 1.91 3.66 -0.21
C 2.91 1.14 4.28 0.10
C 2.67 -0.24 4.31 -0.22
F 3.67 -1.04 4.83 0.05
C 1.52 -0.83 3.82 0.05
C 0.55 -0.02 3.18 -0.19
C -0.65 -0.60 2.51 0.02
C -1.94 -0.36 3.23 -0.19
C -2.94 -1.36 3.21 -0.01
C -4.21 -1.10 3.71 -0.03
C -4.54 0.15 4.25 0.04
C -3.52 1.09 4.33 -0.21
F -3.81 2.33 4.85 0.06
C -2.22 0.85 3.89 0.07
C 0.76 1.36 3.13 0.03
H 3.81 1.58 4.69 0.14
H 1.37 -1.91 3.89 0.14
H -0.51 -1.68 2.39 0.15
H -2.69 -2.32 2.77 0.13
H -4.97 -1.88 3.65 0.12
H -5.54 0.38 4.60 0.13
H -1.46 1.61 4.04 0.12
H 0.01 2.01 2.68 0.13
C 3.02 3.57 -1.50 -0.05
C 1.85 3.60 -0.75 -0.05
C 1.11 2.42 -0.55 -0.09
C 1.54 1.22 -1.13 -0.32
P 0.54 -0.27 -0.93 1.08
C 0.18 -0.93 -2.58 -0.29
C -0.80 -1.93 -2.71 -0.10
C -1.13 -2.46 -3.96 -0.06
C -0.47 -2.00 -5.10 -0.06
C 0.49 -1.00 -4.99 -0.06
C 0.81 -0.46 -3.75 -0.06
C 1.71 -1.46 -0.20 -0.28
C 1.51 -2.83 -0.38 -0.06
C 2.36 -3.75 0.24 -0.06
C 3.41 -3.30 1.05 -0.06
C 3.61 -1.94 1.23 -0.07
C 2.77 -1.01 0.61 -0.08
C -0.82 0.00 0.14 -0.11
C -2.12 0.39 -0.33 -0.42
O -3.08 0.48 0.47 0.02
C -2.39 0.74 -1.78 -0.18
C -1.66 1.69 -2.48 -0.04
C -1.89 1.92 -3.84 -0.06
C -2.93 1.24 -4.49 -0.07
C -3.75 0.37 -3.76 -0.06
C -3.50 0.14 -2.41 -0.03
C 2.77 1.18 -1.82 -0.10
C 3.49 2.36 -2.03 -0.05
H 3.59 4.49 -1.67 0.12
H 1.49 4.53 -0.32 0.12
H 0.19 2.44 0.04 0.10
H -1.33 -2.28 -1.82 0.12
H -1.90 -3.23 -4.03 0.12
H -0.73 -2.41 -6.08 0.12
H 1.00 -0.63 -5.88 0.12
H 1.54 0.35 -3.69 0.09
H 0.70 -3.18 -1.02 0.10
H 2.20 -4.82 0.09 0.11
H 4.07 -4.02 1.53 0.12
H 4.42 -1.58 1.87 0.12
H 2.94 0.06 0.75 0.11
H -0.74 -0.13 1.30 0.04
H -0.88 2.25 -1.96 0.09
H -1.25 2.61 -4.39 0.11
H -3.10 1.40 -5.56 0.11
H -4.58 -0.14 -4.25 0.11
H -4.14 -0.53 -1.83 0.13
H 3.14 0.23 -2.21 0.12
H 4.41 2.32 -2.61 0.12
```

Values from the calculation:
Gap between HOMO and LUMO in eV: 5.79
Charge: +1
Energy above the lowest of the compared OMol25 structures with the same formula, charge and spin in kJ/mol: 340.8
HOMO in Ha: -0.4150

=====

Molecular formula: C39H29N10OSW
Method: DFT, ωB97M-V/def2-TZVPD

```
81
Properties=species:S:1:pos:R:3:mulliken_spin:R:1
W 1.38 2.34 0.32 1.70
N 3.65 4.53 3.62 0.00
C 2.78 3.97 2.78 0.01
S 3.42 3.20 1.34 0.03
N 1.51 3.98 3.09 0.00
N 0.73 3.38 2.14 -0.03
C -0.51 3.27 2.47 0.06
C -1.44 2.73 1.50 0.04
C -2.80 2.69 1.71 0.01
C -3.63 2.30 0.66 0.01
C -3.05 1.98 -0.56 0.00
C -1.67 2.01 -0.68 0.03
N -0.86 2.35 0.33 0.01
H 4.63 4.52 3.44 0.00
H 3.30 5.00 4.44 0.00
H -0.84 3.64 3.44 -0.01
H -3.21 2.99 2.66 0.00
H -4.70 2.27 0.79 0.00
H -3.65 1.70 -1.41 0.00
H -1.20 1.76 -1.62 0.01
C -4.86 -9.92 1.45 0.00
O -4.57 -9.16 0.27 0.00
C -3.91 -8.00 0.40 0.00
C -3.65 -7.32 -0.80 0.00
C -2.97 -6.13 -0.78 0.00
C -2.54 -5.58 0.43 0.00
C -2.81 -6.26 1.62 0.00
C -3.49 -7.47 1.62 0.00
C -1.83 -4.31 0.41 0.00
N -1.54 -3.61 -0.68 0.00
C -0.88 -2.52 -0.23 0.00
C -0.75 -2.52 1.15 0.01
N -1.38 -3.68 1.55 0.00
C -0.05 -1.51 1.86 -0.01
C 0.24 -1.50 3.24 0.03
C 1.01 -0.50 3.77 -0.02
C 1.47 0.54 2.94 0.03
N 1.20 0.57 1.64 0.03
C 0.49 -0.46 1.10 -0.04
C 0.33 -0.43 -0.33 0.06
N 0.87 0.64 -0.99 0.00
C 0.83 0.65 -2.32 0.00
C 0.23 -0.37 -3.07 -0.01
C -0.36 -1.42 -2.41 0.02
C -0.32 -1.46 -1.01 -0.01
H -5.38 -10.80 1.10 0.00
H -5.51 -9.35 2.11 0.00
H -3.94 -10.21 1.95 0.00
H -3.98 -7.77 -1.73 0.00
H -2.77 -5.61 -1.70 0.00
H -2.49 -5.87 2.58 0.00
H -3.68 -7.97 2.55 0.00
H -1.48 -4.03 2.48 0.00
H -0.12 -2.29 3.88 0.00
H 1.27 -0.48 4.82 0.00
H 2.06 1.35 3.34 0.01
H 1.27 1.50 -2.82 0.00
H 0.24 -0.30 -4.15 0.00
H -0.85 -2.22 -2.95 0.00
C 4.97 1.19 -2.08 -0.01
C 3.96 1.23 -1.11 0.00
N 3.03 2.18 -1.10 -0.02
C 3.07 3.15 -2.05 0.03
C 4.03 3.18 -3.06 0.00
C 5.01 2.16 -3.05 0.01
C 3.98 4.23 -4.04 -0.01
C 3.02 5.17 -4.00 0.00
C 2.02 5.16 -2.96 -0.01
C 1.03 6.15 -2.82 0.03
C 0.15 6.09 -1.77 -0.02
C 0.25 5.03 -0.86 0.03
N 1.16 4.08 -0.96 -0.07
C 2.06 4.16 -1.99 0.04
H 5.70 0.40 -2.04 0.00
H 3.90 0.48 -0.34 0.00
H 5.78 2.15 -3.81 0.00
H 4.74 4.25 -4.82 0.00
H 2.98 5.96 -4.74 0.00
H 0.96 6.95 -3.54 0.00
H -0.61 6.84 -1.62 0.00
H -0.43 4.96 -0.02 0.01
```

Values from the calculation:
Gap between HOMO and LUMO (alpha / beta) in eV: 4.76 / 3.93
Charge: +3
Spin multiplicity: 3
<S²>: 2.02
HOMO (alpha / beta) in Ha: -0.4982 / -0.4981

=====

Molecular formula: C39H30F12N9O3Sr
Method: DFT, ωB97M-V/def2-TZVPD

```
94
Properties=species:S:1:pos:R:3:lowdin_charge:R:1
Sr -0.02 -1.23 2.32 1.47
C 6.30 3.05 0.53 -0.08
C 5.07 2.14 0.50 -0.29
C 5.03 1.06 -0.36 -0.08
C 4.06 0.09 -0.23 -0.03
C 2.91 0.23 0.59 -0.21
N 2.05 -0.86 0.66 -0.04
C 1.83 -1.54 -0.54 -0.25
C 1.54 -0.80 -1.72 -0.06
C 1.74 -1.42 -2.92 -0.08
C 2.06 -2.81 -3.07 -0.29
C 2.66 -3.35 -4.32 -0.10
C 1.96 -3.60 -1.90 -0.01
C 1.87 -3.01 -0.64 -0.06
C 1.85 -3.79 0.73 -0.40
O 0.98 -3.30 1.60 -0.34
C 3.41 -3.75 1.29 -0.39
F 4.34 -3.47 0.27 0.08
F 3.58 -2.75 2.20 0.12
F 3.72 -4.96 1.90 0.08
C 1.55 -5.32 0.50 -0.51
F 2.61 -5.92 -0.09 0.12
F 0.44 -5.56 -0.34 0.07
F 1.37 -5.92 1.67 0.14
C 2.86 1.47 1.34 -0.06
C 3.95 2.35 1.33 -0.01
C 1.65 1.87 2.20 -0.46
O 0.51 1.24 1.94 -0.27
C 1.43 3.42 2.09 -0.44
F 1.56 3.93 0.81 0.12
F 0.17 3.73 2.47 0.11
F 2.18 4.22 2.96 0.07
C 1.93 1.53 3.67 -0.51
F 3.14 1.95 4.12 0.13
F 2.01 0.12 3.85 0.04
F 0.93 1.92 4.43 0.17
H 6.63 3.25 1.59 0.08
H 5.99 4.04 0.13 0.07
H 7.12 2.63 -0.06 0.06
H 5.71 0.95 -1.22 0.11
H 4.23 -0.84 -0.70 0.10
H 1.27 0.25 -1.67 0.11
H 1.68 -0.86 -3.86 0.09
H 3.58 -3.90 -4.10 0.07
H 2.92 -2.50 -5.01 0.08
H 1.95 -3.96 -4.90 0.07
H 1.87 -4.68 -1.98 0.11
H 3.91 3.19 2.00 0.10
N -1.96 -1.65 6.69 0.01
C -1.12 -1.06 5.87 -0.12
N -1.24 -1.63 4.66 0.04
C -2.32 -2.51 4.81 -0.30
N -2.79 -2.52 6.04 0.12
C -2.88 -3.42 3.86 -0.20
C -3.94 -4.31 4.16 -0.08
N -4.52 -5.06 3.26 0.08
C -4.03 -4.94 1.98 -0.08
C -2.93 -4.11 1.70 -0.09
N -2.40 -3.30 2.62 0.12
H -2.00 -1.55 7.73 0.18
H -0.40 -0.32 6.14 0.13
H -4.27 -4.38 5.16 0.09
H -4.46 -5.65 1.24 0.11
H -2.46 -4.02 0.71 0.12
C -0.51 2.63 -6.65 -0.06
C -1.60 2.98 -5.72 -0.28
C -1.66 4.27 -5.16 -0.04
C -2.68 4.70 -4.33 -0.02
C -3.71 3.82 -4.00 -0.27
N -4.68 4.07 -3.04 0.11
C -4.82 3.43 -1.82 -0.48
O -5.75 3.74 -1.05 0.02
N -3.85 2.47 -1.52 0.14
C -3.68 1.89 -0.23 -0.17
C -4.19 2.55 0.93 0.00
C -3.55 2.28 2.11 -0.08
C -2.64 1.27 2.22 -0.16
N -2.45 0.37 1.22 0.04
C -2.77 0.81 -0.04 -0.05
C -3.76 2.53 -4.59 -0.03
C -2.73 2.19 -5.47 -0.04
H -0.58 3.22 -7.58 0.09
H -0.52 1.53 -6.92 0.09
H 0.46 2.82 -6.21 0.08
H -0.86 4.97 -5.33 0.11
H -2.58 5.63 -3.79 0.12
H -5.19 4.97 -3.03 0.17
H -3.57 1.96 -2.33 0.11
H -5.01 3.25 0.82 0.10
H -3.68 2.93 2.98 0.11
H -2.09 1.15 3.15 0.10
H -2.31 0.38 -0.93 0.12
H -4.58 1.85 -4.40 0.12
H -2.80 1.22 -5.97 0.12
```

Values from the calculation:
Gap between HOMO and LUMO (alpha / beta) in eV: 4.16 / 4.16
Charge: -1
Energy above the lowest of the compared OMol25 structures with the same formula, charge and spin in kJ/mol: 135.2
HOMO (alpha / beta) in Ha: -0.1061 / -0.1061

=====

Number 1: energy -85278.900 eV. Number 2: energy -296879.336 eV. Number 3: energy -135570.705 eV. Number 4: energy -60393.044 eV. Number 5: energy -70504.991 eV. Number 6: energy -93933.246 eV.